C19H29ClN2O5S2 in the gas phase, computed with ωB97M-V with the def2-TZVPD basis set.

Geometry as XYZ:
```
58
Properties=species:S:1:pos:R:3
C -2.402 -0.712 2.984
S -1.369 0.713 2.572
C -2.648 1.973 2.211
C -2.151 2.873 1.093
C -2.012 2.152 -0.271
N -0.865 2.667 -0.972
S -0.905 2.727 -2.630
O -2.168 3.291 -2.995
O 0.311 3.370 -3.027
C -0.850 1.027 -3.199
C -2.025 0.327 -3.392
C -1.973 -0.995 -3.799
C -0.736 -1.590 -4.013
Cl -0.662 -3.239 -4.509
C 0.445 -0.879 -3.833
C 0.381 0.440 -3.420
C -1.998 0.625 -0.148
O -2.987 -0.038 0.044
O -0.791 0.123 -0.444
C -0.608 -1.286 -0.326
C 0.313 -1.691 0.842
O -0.091 -2.542 1.614
N 1.530 -1.127 0.924
C 2.034 -0.139 -0.021
C 2.171 1.233 0.646
C 3.345 -0.590 -0.668
C 2.396 -1.479 2.059
C 2.824 -2.944 1.987
C 1.730 -1.162 3.397
H -3.105 -0.870 2.169
H -1.736 -1.565 3.067
H -2.917 -0.531 3.922
H -2.824 2.553 3.117
H -3.556 1.445 1.925
H -2.821 3.725 0.980
H -1.166 3.259 1.363
H -2.877 2.399 -0.897
H 0.024 2.364 -0.606
H -2.968 0.826 -3.232
H -2.878 -1.561 -3.950
H 1.395 -1.357 -4.015
H 1.271 1.034 -3.285
H -1.576 -1.762 -0.144
H -0.198 -1.652 -1.272
H 1.302 -0.046 -0.822
H 1.250 1.478 1.172
H 2.987 1.248 1.364
H 2.369 1.993 -0.107
H 3.227 -1.577 -1.110
H 4.164 -0.625 0.045
H 3.614 0.111 -1.455
H 3.285 -0.853 1.969
H 3.509 -3.164 2.802
H 3.324 -3.153 1.044
H 1.955 -3.589 2.075
H 2.461 -1.254 4.196
H 1.331 -0.151 3.395
H 0.916 -1.854 3.586
```

The frontier orbital gap is 9.04 eV. As for the highest occupied orbital energy: -8.8 eV. Its SMILES is CSCC[C@@H](NS(=O)(=O)c1ccc(Cl)cc1)C(=O)OCC(=O)N(C(C)C)C(C)C.

Here are the natural (NBO) charges for atoms 1 to 5, given in e: number 1, C, carries -0.743; number 2, S, carries 0.163; number 3, C, carries -0.522; number 4, C, carries -0.396; number 5, C, carries -0.184

7 unconnected molecules or ions with the total composition C22H61ClN5O10, computed with ωB97M-V with the def2-TZVPD basis set.

Geometry as XYZ:
```
99
Properties=species:S:1:pos:R:3
Cl 5.795 -16.279 -15.002
O 5.792 -17.597 -15.578
O 7.081 -15.956 -14.419
O 5.444 -15.375 -16.100
O 4.780 -16.155 -14.011
C 5.276 -10.913 -10.490
C 5.659 -10.939 -11.963
C 5.133 -12.216 -12.629
O 3.729 -12.088 -12.684
C 3.049 -13.143 -13.312
N 5.157 -9.724 -12.627
H 5.813 -11.688 -9.939
H 4.215 -11.095 -10.314
H 5.523 -9.920 -10.111
H 6.746 -10.856 -12.029
H 5.429 -13.080 -12.024
H 5.495 -12.298 -13.661
H 3.412 -14.121 -12.983
H 3.163 -13.096 -14.401
H 1.976 -13.088 -13.128
H 5.506 -9.724 -13.582
H 4.149 -9.807 -12.721
C 3.243 -16.419 -18.682
C 2.469 -15.238 -18.076
C 1.942 -15.605 -16.686
O 1.509 -14.506 -15.919
C 0.350 -13.825 -16.350
N 3.286 -14.039 -18.096
H 4.066 -16.744 -18.039
H 3.659 -16.110 -19.640
H 2.592 -17.288 -18.804
H 1.597 -15.133 -18.742
H 2.801 -15.926 -16.090
H 1.213 -16.416 -16.810
H 0.047 -13.135 -15.568
H -0.437 -14.526 -16.657
H 0.585 -13.266 -17.268
H 2.975 -13.495 -17.288
H 4.225 -14.299 -17.793
C 7.397 -14.991 -8.780
C 6.478 -16.198 -8.867
C 5.602 -16.272 -10.112
O 4.602 -17.235 -9.858
C 3.704 -17.311 -10.939
N 7.282 -17.414 -8.825
H 8.015 -14.976 -7.881
H 6.812 -14.067 -8.798
H 8.108 -14.975 -9.609
H 5.788 -16.129 -8.013
H 6.253 -16.602 -10.930
H 5.135 -15.331 -10.415
H 2.763 -17.820 -10.753
H 4.133 -17.676 -11.877
H 3.470 -16.270 -11.218
H 6.743 -18.206 -9.166
H 7.584 -17.683 -7.897
C 7.200 -19.297 -12.354
C 8.289 -19.740 -13.340
C 7.769 -20.379 -14.625
O 7.080 -21.585 -14.503
C 6.634 -22.087 -15.744
N 9.217 -18.666 -13.701
H 7.180 -19.857 -11.420
H 6.182 -19.304 -12.767
H 7.237 -18.223 -12.140
H 8.946 -20.427 -12.794
H 8.653 -20.435 -15.282
H 7.214 -19.598 -15.170
H 6.124 -23.023 -15.501
H 7.512 -22.403 -16.315
H 5.918 -21.439 -16.248
H 9.496 -18.241 -12.816
H 8.708 -17.864 -14.090
C 8.624 -16.991 -17.440
C 9.030 -15.637 -17.963
C 8.564 -15.400 -19.400
O 9.113 -16.237 -20.414
C 10.481 -15.985 -20.613
N 8.409 -14.565 -17.137
H 8.799 -17.798 -18.166
H 7.557 -17.136 -17.240
H 9.113 -17.262 -16.502
H 10.120 -15.585 -17.923
H 8.801 -14.347 -19.627
H 7.479 -15.455 -19.519
H 11.057 -16.359 -19.759
H 10.716 -14.960 -20.911
H 10.887 -16.617 -21.414
H 7.684 -14.896 -16.506
H 7.848 -14.050 -17.813
C 2.924 -19.272 -14.007
C 2.638 -20.539 -13.257
O 3.649 -20.800 -12.284
H 2.852 -18.394 -13.365
H 2.162 -19.069 -14.767
H 3.927 -19.310 -14.436
H 2.539 -21.367 -13.973
H 1.703 -20.478 -12.694
H 4.449 -21.071 -12.751
```

The frontier orbital gap is 9.23 eV. As for the highest occupied orbital energy: -6.5 eV. The charge is -1.

Here are the Löwdin charges for atoms 1 to 5, given in e: number 1, Cl, carries 0.628; number 2, O, carries -0.372; number 3, O, carries -0.354; number 4, O, carries -0.386; number 5, O, carries -0.356

C5H8O in the gas phase, computed with ωB97M-V with the def2-TZVPD basis set.

Geometry as XYZ:
```
14
Properties=species:S:1:pos:R:3
O -2.081 0.032 -0.632
C -0.739 0.083 -0.286
C -0.285 0.238 1.148
C 1.004 -0.513 0.862
C 0.339 -0.860 -0.676
C 0.304 0.472 -1.326
H -2.386 0.948 -0.699
H -0.949 -0.363 1.773
H -0.173 1.241 1.552
H 1.188 -1.382 1.529
H 1.937 0.046 0.763
H 0.910 -1.704 -0.397
H -0.125 0.571 -2.324
H 1.106 1.179 -1.115
```

The frontier orbital gap is 10.17 eV. As for the highest occupied orbital energy: -9.2 eV. Its SMILES is O[C@@]12CC[C@@H]1C2.

Here are the natural (NBO) charges for atoms 1 to 5, given in e: number 1, O, carries -0.690; number 2, C, carries 0.260; number 3, C, carries -0.431; number 4, C, carries -0.368; number 5, C, carries -0.323

A gas-phase ion, C8H10F8N2PS (charge +1), computed with ωB97M-V with the def2-TZVPD basis set.

Geometry as XYZ:
```
30
Properties=species:S:1:pos:R:3
C 0.415 1.558 2.480
C -0.078 1.671 1.064
F 0.500 2.755 0.467
N 0.278 0.491 0.209
C -0.147 0.285 -1.004
C -1.170 1.149 -1.780
F -1.140 0.703 -3.046
F -0.797 2.425 -1.768
C -2.668 1.085 -1.290
F -3.432 1.398 -2.324
F -2.823 1.999 -0.321
C -3.135 -0.284 -0.736
F -2.790 -1.249 -1.595
F -2.505 -0.531 0.427
F -4.433 -0.295 -0.543
S 0.484 -1.060 -1.823
C 1.208 -1.685 -0.260
P 2.868 -2.472 -0.426
N 3.652 -2.252 0.896
C 1.340 -0.453 0.641
H 1.496 1.409 2.522
H 0.174 2.502 2.974
H -0.089 0.749 3.015
H -1.163 1.787 1.022
H 0.467 -2.380 0.149
H 3.315 -1.778 -1.567
H 2.604 -3.763 -0.908
H 4.041 -3.091 1.312
H 1.218 -0.721 1.686
H 2.310 0.046 0.529
```

The frontier orbital gap is 7.82 eV. As for the highest occupied orbital energy: -12.9 eV. The charge is +1.

Here are the natural (NBO) charges for atoms 1 to 5, given in e: number 1, C, carries -0.667; number 2, C, carries 0.357; number 3, F, carries -0.325; number 4, N, carries -0.326; number 5, C, carries 0.162

A molecular structure, C38H77AlFKN2NbO3, computed with ωB97M-V with the def2-TZVPD basis set.

Geometry as XYZ:
```
124
Properties=species:S:1:pos:R:3
C 7.563 2.364 2.022
O 7.144 2.796 0.744
C 5.851 3.373 0.761
Nb 4.390 2.063 -0.397
C 3.635 1.096 1.485
C 2.962 3.846 -0.034
C 1.450 3.618 0.094
C 0.844 4.924 0.635
C -0.680 5.077 0.758
C -1.552 4.369 -0.292
C -3.026 4.418 0.185
C -3.978 4.522 -1.007
C -5.453 4.140 -0.680
C -6.343 5.024 -1.575
C -7.776 4.567 -1.878
C -7.975 3.073 -2.139
C -9.379 2.806 -2.671
N -10.412 2.726 -1.619
C -11.792 2.768 -1.942
C -12.553 2.727 -0.708
C -11.651 2.633 0.270
C -10.303 2.618 -0.341
C 2.885 0.897 -1.721
C 2.767 1.291 -3.209
C 2.512 0.099 -4.174
C 3.757 -0.796 -4.134
C 1.237 -0.622 -3.721
C 6.004 0.534 -0.891
O 6.673 -0.081 0.264
C 6.477 -1.387 0.433
C 7.435 -2.306 -0.290
O 5.622 -1.863 1.143
H 8.627 2.154 1.945
H 7.376 3.126 2.781
H 7.066 1.436 2.319
H 5.885 4.336 0.242
H 5.456 3.575 1.764
H 4.930 3.026 -1.886
H 3.179 1.816 2.171
H 2.958 0.259 1.296
H 4.523 0.704 1.992
H 3.277 4.252 0.929
H 3.104 4.658 -0.785
H 1.201 2.742 0.685
H 1.098 3.460 -0.952
H 1.254 5.007 1.642
H 1.271 5.749 0.057
H -0.884 6.140 0.619
H -1.063 4.816 1.745
H -1.291 3.318 -0.432
H -1.467 4.904 -1.240
H -3.244 3.546 0.800
H -3.111 5.344 0.754
H -3.952 5.525 -1.429
H -3.649 3.831 -1.788
H -5.548 3.072 -0.867
H -5.583 4.365 0.379
H -5.798 5.237 -2.492
H -6.446 5.971 -1.044
H -8.076 5.095 -2.786
H -8.465 4.913 -1.102
H -7.237 2.706 -2.848
H -7.782 2.551 -1.198
H -9.669 3.676 -3.255
H -9.433 1.948 -3.337
H -12.197 2.823 -2.950
H -13.623 2.758 -0.608
H -11.841 2.577 1.328
H -9.348 2.543 0.154
H 1.872 0.913 -1.297
H 3.246 -0.130 -1.634
H 3.679 1.776 -3.559
H 1.962 2.032 -3.326
H 2.402 0.551 -5.161
H 3.737 -1.474 -3.283
H 3.921 -1.323 -5.072
H 4.630 -0.153 -4.001
H 1.453 -1.227 -2.842
H 0.499 0.123 -3.421
H 0.847 -1.236 -4.531
H 6.766 1.044 -1.483
H 5.644 -0.284 -1.527
H 7.210 -2.347 -1.353
H 8.456 -1.970 -0.120
H 7.349 -3.291 0.158
C 3.589 -4.202 -0.077
C 2.274 -3.995 0.667
C 2.488 -4.157 2.180
C 2.207 -5.483 2.874
N 0.898 -6.224 2.682
C 0.906 -7.100 1.443
C 1.820 -8.272 1.774
C 1.626 -8.513 3.277
C 0.848 -7.292 3.778
C -0.377 -5.416 2.875
C -0.814 -4.388 1.828
C -0.685 -2.916 2.229
H 4.022 -5.177 0.172
H 3.447 -4.167 -1.157
H 4.294 -3.430 0.212
H 1.523 -4.663 0.249
H 1.905 -2.988 0.468
H 1.951 -3.380 2.725
H 3.538 -3.938 2.395
H 2.266 -5.295 3.949
H 3.001 -6.189 2.629
H -0.121 -7.420 1.273
H 1.271 -6.550 0.583
H 2.861 -8.027 1.571
H 1.594 -9.150 1.175
H 2.588 -8.626 3.790
H 1.061 -9.424 3.468
H 1.230 -6.867 4.699
H -0.195 -7.566 3.920
H -0.314 -4.979 3.873
H -1.159 -6.173 2.900
H -1.887 -4.550 1.709
H -0.404 -4.578 0.838
H -0.941 -2.768 3.280
H -1.369 -2.313 1.634
H 0.305 -2.501 2.060
F -11.711 4.337 -3.052
K 2.089 -7.903 6.124
Al 1.872 4.248 -2.252
```

The frontier orbital gap is 1.74 eV. As for the highest occupied orbital energy: -11.0 eV. The charge is +3.

Here are the Löwdin charges for atoms 1 to 5, given in e: number 1, C, carries -0.123; number 2, O, carries -0.265; number 3, C, carries -0.373; number 4, Nb, carries 1.688; number 5, C, carries -0.285

C2H2F3NO in the gas phase, computed with ωB97M-V with the def2-TZVPD basis set.

Geometry as XYZ:
```
9
Properties=species:S:1:pos:R:3
O -0.835 -0.247 -0.471
C 0.414 -0.208 0.071
F 1.298 -0.918 -0.720
C 1.138 1.085 0.378
F 2.109 1.026 1.333
N 0.848 2.120 -0.254
F 1.501 3.294 0.040
H -0.657 -0.027 -1.416
H 0.376 -0.941 0.906
```

The frontier orbital gap is 12.76 eV. As for the highest occupied orbital energy: -12.0 eV. Its SMILES is O[C@@H](F)/C(F)=N/F.

Here are the natural (NBO) charges for atoms 1 to 5, given in e: number 1, O, carries -0.654; number 2, C, carries 0.390; number 3, F, carries -0.356; number 4, C, carries 0.512; number 5, F, carries -0.297

A molecular structure, C42H53N16S3Si2Ti, computed with ωB97M-V with the def2-TZVPD basis set.

Geometry as XYZ:
```
117
Properties=species:S:1:pos:R:3
Ti -0.584 0.359 0.288
C -1.608 -0.377 4.448
Si -2.828 0.465 3.298
C -3.796 1.521 4.532
C -4.140 -0.682 2.610
C -1.924 1.422 1.878
C -0.640 1.980 2.299
C -0.267 2.530 3.543
C 1.005 3.001 3.717
C 1.946 2.905 2.679
C 1.554 2.343 1.497
N 0.285 1.927 1.315
Si -2.911 2.924 1.234
C -1.749 4.238 0.534
C -3.662 3.972 2.613
C -4.388 2.401 0.209
H -2.076 -1.286 4.827
H -1.420 0.283 5.297
H -0.657 -0.658 4.005
H -3.925 0.859 5.392
H -4.789 1.806 4.188
H -3.295 2.419 4.887
H -4.273 -1.520 3.295
H -3.918 -1.088 1.629
H -5.089 -0.146 2.548
H -1.000 2.578 4.335
H 1.289 3.445 4.663
H 2.961 3.248 2.803
H 2.214 2.193 0.650
H -1.063 4.533 1.332
H -2.364 5.116 0.323
H -1.165 4.027 -0.355
H -2.949 4.227 3.397
H -4.550 3.564 3.085
H -3.946 4.909 2.127
H -4.179 1.594 -0.486
H -4.795 3.250 -0.342
H -5.165 2.057 0.894
S -1.455 1.795 -1.432
C -2.477 0.822 -2.410
N -2.911 1.327 -3.590
C -3.890 0.558 -4.337
C -3.491 -0.896 -4.311
N -3.362 -1.339 -2.934
C -3.570 -2.766 -2.713
C -5.037 -3.101 -2.653
C -5.773 -2.747 -1.524
C -7.129 -3.017 -1.463
C -7.763 -3.644 -2.528
C -7.038 -4.003 -3.651
C -5.677 -3.731 -3.710
C -2.778 -0.513 -2.035
S -2.435 -1.114 -0.453
C -2.850 2.743 -3.920
C -2.241 2.942 -5.282
C -2.924 3.578 -6.305
C -2.329 3.746 -7.550
C -1.049 3.270 -7.773
C -0.360 2.627 -6.750
C -0.952 2.464 -5.511
H -3.908 0.924 -5.365
H -4.887 0.695 -3.899
H -2.534 -1.036 -4.827
H -4.251 -1.501 -4.806
H -3.076 -3.043 -1.783
H -3.076 -3.308 -3.526
H -5.276 -2.263 -0.691
H -7.690 -2.744 -0.579
H -8.823 -3.857 -2.477
H -7.526 -4.497 -4.479
H -5.102 -4.021 -4.582
H -2.239 3.245 -3.171
H -3.855 3.178 -3.863
H -3.927 3.949 -6.129
H -2.870 4.244 -8.342
H -0.584 3.397 -8.741
H 0.639 2.250 -6.924
H -0.424 1.951 -4.715
N 2.115 -1.957 -0.498
C 1.894 -1.585 0.795
N 2.613 -1.976 1.825
N 2.031 -1.350 2.881
N 1.046 -0.641 2.515
N 0.897 -0.769 1.153
C 1.442 -1.400 -1.563
N 1.777 -1.686 -2.807
N 0.880 -0.989 -3.540
N 0.083 -0.338 -2.791
N 0.403 -0.566 -1.479
H 2.979 -2.428 -0.710
S -1.695 -3.032 2.288
C -0.319 -3.966 2.018
N 0.059 -4.329 0.779
C 1.236 -5.117 0.453
C 1.635 -5.956 1.656
C 1.721 -5.054 2.876
N 0.434 -4.402 3.044
H -0.513 -3.945 0.044
H 2.058 -4.459 0.162
H 0.998 -5.747 -0.406
H 2.590 -6.447 1.470
H 0.883 -6.728 1.829
H 2.506 -4.302 2.745
H 1.937 -5.626 3.779
H 0.193 -3.983 3.927
N 0.649 6.473 -3.095
C 1.110 5.423 -3.034
C 1.684 4.110 -2.963
C 2.410 3.585 -4.029
C 2.921 2.309 -3.902
C 2.683 1.608 -2.725
N 1.984 2.105 -1.708
C 1.504 3.333 -1.823
H 2.559 4.168 -4.927
H 3.481 1.846 -4.701
H 3.041 0.592 -2.612
H 0.927 3.724 -0.990
```

The spin multiplicity is 2. The frontier orbital gap (alpha / beta) is 5.54 / 6.64 eV. As for the highest occupied orbital energy (alpha / beta): -6.7 / -7.8 eV.

Here are the Löwdin charges for atoms 1 to 5, given in e: number 1, Ti, carries 0.740; number 2, C, carries -0.211; number 3, Si, carries 0.462; number 4, C, carries -0.193; number 5, C, carries -0.210